86
Properties=species:S:1:pos:R:3:mulliken_charge:R:1 method="wB97M-V/def2-TZVPD" e_above_lowest_kcal_mol=33.1 charge=-2 molar_mass_g_mol=861.06 lumo_energy_ev="3.247 / 3.246" gap_ev="5.2033 / 5.2024"
Rb -0.237 -2.565 1.275 0.9762
Cl -7.673 0.573 2.895 -0.3037
C -6.273 -0.298 2.237 0.1862
C -6.214 -0.484 0.851 -0.5101
C -5.172 -1.222 0.350 0.3527
Cl -5.056 -1.494 -1.350 -0.1965
C -4.120 -1.799 1.169 -0.3016
O -3.110 -2.346 0.680 -0.6280
C -4.287 -1.612 2.598 0.9440
C -3.249 -2.007 3.559 -0.3276
O -2.218 -2.642 3.389 -0.5627
C -5.351 -0.863 3.063 -0.6139
H -6.957 -0.085 0.176 0.4204
H -3.546 -1.775 4.608 0.2253
H -5.405 -0.763 4.150 0.2607
C -2.699 1.785 -1.025 -1.3480
C -2.028 2.128 -2.387 0.7144
C -0.706 2.846 -2.239 -1.1529
C -1.977 0.995 -3.371 0.6840
C -2.757 1.017 -4.493 -0.9705
C -2.927 -0.030 -5.367 -1.0596
C -2.240 -1.220 -5.088 -0.8992
C -1.425 -1.274 -3.962 1.0161
C -0.746 -2.614 -3.779 0.2722
C -0.730 -2.984 -2.297 -1.2449
C 0.647 -2.849 -4.502 -1.4200
C -1.195 -0.136 -3.117 -0.0112
N -0.258 -0.243 -2.100 0.5103
C 0.995 -0.097 -2.542 0.7852
C 1.478 0.377 -3.843 -1.1085
C 2.819 0.430 -4.211 -0.7665
C 3.807 0.020 -3.338 -0.4600
C 3.462 -0.425 -2.063 -0.6279
C 2.132 -0.533 -1.762 0.1146
F 1.806 -1.148 -0.548 -0.1911
H -2.981 2.644 -0.444 0.5000
H -2.087 1.096 -0.470 0.0624
H -3.585 1.193 -1.208 0.2509
H -2.773 2.843 -2.847 0.3144
H 0.048 2.229 -1.783 -0.1303
H -0.762 3.735 -1.593 0.4403
H -0.284 3.080 -3.221 0.3329
H -3.408 1.920 -4.685 0.2091
H -3.639 0.069 -6.175 0.3715
H -2.397 -2.082 -5.708 0.4243
H -1.465 -3.283 -4.241 0.7185
H 0.165 -2.615 -1.814 -0.1895
H -0.669 -4.069 -2.203 0.4065
H -1.628 -2.596 -1.741 0.3854
H 1.356 -2.069 -4.274 0.1713
H 0.457 -2.828 -5.572 0.3703
H 1.119 -3.788 -4.250 0.4352
H 0.756 0.633 -4.604 0.3174
H 3.063 0.618 -5.263 0.3234
H 4.855 -0.027 -3.702 0.2532
H 4.212 -0.974 -1.397 0.3291
O 4.198 -3.326 3.218 -0.7666
C 3.405 -2.503 2.800 0.0444
O 2.278 -2.547 2.226 -0.4577
C 3.921 -1.026 3.099 -0.0179
C 3.331 0.044 2.303 0.2588
C 3.573 1.347 2.682 -0.0175
C 4.429 1.628 3.743 -0.4540
C 5.069 0.612 4.418 0.0596
C 4.786 -0.743 4.170 -0.7067
N 6.027 1.047 5.433 0.9980
O 5.970 2.191 5.844 -0.6144
O 6.767 0.231 5.923 -0.6383
N 3.153 2.504 1.958 -0.2379
O 2.205 2.206 0.974 -0.2735
O 2.466 3.400 2.801 -0.4552
H 2.745 -0.265 1.437 0.8512
H 4.856 2.634 3.818 0.3952
H 5.305 -1.540 4.760 0.4208
N 1.519 2.601 6.450 -0.6313
C 1.246 2.439 5.340 -0.2382
C 0.913 1.993 4.069 0.6569
C 1.146 2.950 2.889 -0.3191
C 0.897 2.265 1.551 0.1207
C 0.250 0.885 1.627 -0.3714
N -0.106 0.309 2.691 0.0283
C 0.123 0.917 3.936 -0.6540
H 0.497 3.810 3.035 0.6910
H 0.183 2.874 0.943 0.4499
H 0.164 0.312 0.709 0.1937
H -0.260 0.362 4.731 0.6310


91
Properties=species:S:1:pos:R:3:mulliken_charge:R:1 method="wB97M-V/def2-TZVPD" e_above_lowest_kcal_mol=14.7 charge=-2 molar_mass_g_mol=872.81 lumo_energy_ev=3.984 gap_ev=5.6497
K 0.595 -0.394 0.513 0.8372
C 2.022 -3.531 -1.058 -1.3986
N 0.964 -3.024 -0.207 1.5670
C -0.352 -3.215 -0.819 -0.7457
C -0.505 -2.620 -2.211 -1.9669
N -0.451 -1.173 -2.156 0.3750
C -0.287 -0.470 -3.271 -0.2823
C -0.100 -0.889 -4.620 0.3806
F -0.099 -2.207 -4.950 -0.3817
C 0.092 -0.013 -5.672 0.2162
F 0.268 -0.507 -6.913 -0.3586
C 0.100 1.353 -5.488 0.6368
F 0.283 2.204 -6.525 -0.3761
C -0.104 1.826 -4.198 0.1091
F -0.126 3.152 -3.983 -0.3506
C -0.290 0.957 -3.155 -0.1411
F -0.487 1.487 -1.929 -0.3282
C 1.028 -3.660 1.110 -1.3944
C 0.313 -2.928 2.248 -0.3593
N 1.072 -1.747 2.598 -0.8479
C 0.612 -0.895 3.494 0.3472
C -0.566 -0.952 4.298 0.0354
F -1.388 -2.040 4.235 -0.5049
C -0.983 0.067 5.130 0.5616
F -2.135 -0.072 5.817 -0.4652
C -0.248 1.225 5.275 0.6604
F -0.654 2.221 6.100 -0.4129
C 0.945 1.317 4.566 0.5101
F 1.706 2.415 4.714 -0.4217
C 1.358 0.306 3.739 0.1903
F 2.528 0.469 3.091 -0.4708
H 1.848 -4.582 -1.360 0.2448
H 2.970 -3.477 -0.525 0.4766
H 2.123 -2.923 -1.957 0.1514
H -1.118 -2.781 -0.172 0.2094
H -0.577 -4.298 -0.878 0.2754
H -1.476 -2.976 -2.590 0.5586
H 0.252 -3.053 -2.870 0.6020
H 2.080 -3.701 1.400 0.3169
H 0.653 -4.700 1.042 0.3406
H 0.243 -3.647 3.080 0.5292
H -0.730 -2.723 1.962 0.0524
C 5.334 -1.592 -2.553 -0.5058
C 4.530 -0.688 -3.237 -0.6224
C 3.679 0.162 -2.550 0.0808
C 3.606 0.125 -1.151 -1.1018
C 4.410 -0.798 -0.471 0.0022
C 5.266 -1.638 -1.166 -0.4965
N 2.684 0.886 -0.456 1.0639
C 2.896 2.126 -0.118 0.2664
C 4.140 2.823 -0.388 -1.1655
C 4.348 4.106 0.001 -0.5083
C 3.353 4.846 0.693 -0.8745
C 2.162 4.240 0.965 -0.5922
C 1.888 2.906 0.579 -0.3391
N 0.701 2.296 0.878 2.1747
N -0.179 3.012 1.452 -1.4418
C -1.347 2.340 1.838 -0.9258
C -2.364 3.169 2.338 -0.7843
C -3.521 2.599 2.821 -0.7432
C -3.653 1.214 2.791 -1.0494
C -2.609 0.479 2.257 -0.7160
N -1.484 1.012 1.790 2.0896
H 5.993 -2.260 -3.094 0.3423
H 4.558 -0.650 -4.320 0.3646
H 3.033 0.850 -3.083 0.4543
H 4.328 -0.850 0.608 0.3552
H 5.875 -2.348 -0.617 0.3622
H 4.913 2.278 -0.915 0.4166
H 5.300 4.578 -0.220 0.3596
H 3.549 5.861 1.012 0.3579
H 1.385 4.762 1.506 0.4042
H -2.195 4.237 2.353 0.5478
H -4.309 3.222 3.228 0.4048
H -4.531 0.712 3.174 0.4533
H -2.671 -0.605 2.215 0.3600
C -5.073 1.470 -0.287 -1.0734
N -4.876 0.058 -0.110 0.5141
C -5.924 -0.877 0.203 -0.4448
C -5.233 -2.221 -0.098 0.2863
O -5.772 -3.295 0.103 -0.7322
N -3.978 -1.983 -0.571 -0.5378
C -3.826 -0.660 -0.616 0.4920
N -2.765 -0.053 -1.115 0.4218
H -5.869 1.799 0.380 0.3297
H -5.345 1.731 -1.317 0.2848
H -4.179 2.027 -0.002 0.2781
H -6.805 -0.757 -0.437 0.3023
H -6.236 -0.830 1.250 0.2495
H -1.897 -0.569 -1.431 -0.5423
H -2.675 0.944 -1.018 0.2007


83
Properties=species:S:1:pos:R:3:mulliken_charge:R:1 method="wB97M-V/def2-TZVPD" e_above_lowest_kcal_mol=36.2 charge=+1 molar_mass_g_mol=973.02 lumo_energy_ev=-3.442 gap_ev=5.9736
Hf -0.547 0.184 -0.272 1.5989
O 1.266 -2.283 -3.375 -0.7174
C 0.637 -1.821 -2.438 -0.0333
N 0.506 -0.546 -2.049 0.4247
C 1.132 0.545 -2.705 0.7642
C 2.320 0.501 -3.433 -0.4849
C 2.838 1.681 -3.950 -0.9121
C 2.189 2.892 -3.759 -0.8197
C 1.002 2.948 -3.041 -0.5025
C 0.478 1.778 -2.512 -0.8483
N -0.758 1.666 -1.829 0.5868
C -1.878 1.963 -2.535 0.0321
O -2.026 2.835 -3.365 -0.6961
C -2.965 0.953 -2.270 0.3944
C -4.210 1.088 -2.859 -0.7362
C -5.143 0.081 -2.679 -0.5307
C -4.789 -1.018 -1.913 -1.0774
C -3.529 -1.064 -1.346 -0.0024
N -2.615 -0.103 -1.520 0.3926
C -0.116 -2.742 -1.502 0.3543
C -0.139 -4.104 -1.741 -0.6723
C -0.799 -4.929 -0.847 -0.8008
C -1.406 -4.361 0.263 -0.8484
C -1.340 -2.991 0.433 -0.2807
N -0.715 -2.184 -0.435 1.1732
H 2.801 -0.446 -3.623 0.5127
H 3.752 1.649 -4.527 0.4462
H 2.603 3.795 -4.187 0.4554
H 0.464 3.875 -2.905 0.5949
H -4.398 1.971 -3.453 0.5881
H -6.124 0.149 -3.130 0.4716
H -5.476 -1.835 -1.744 0.5020
H -3.251 -1.901 -0.722 0.3901
H 0.370 -4.471 -2.622 0.6293
H -0.834 -5.998 -1.007 0.4512
H -1.924 -4.964 0.996 0.5452
H -1.788 -2.514 1.296 0.1246
Br 5.519 1.204 3.510 -0.1415
C 3.979 0.312 2.894 -0.4456
C 3.153 -0.339 3.903 -0.6846
C 1.936 -0.804 3.588 -1.8877
C 1.436 -0.640 2.235 -0.4644
C 2.456 -0.486 1.131 2.3314
C 3.655 0.288 1.603 -1.1875
N 0.185 -0.525 1.905 0.6395
C -0.843 -0.737 2.785 -0.6465
C -2.105 -0.302 2.434 -0.0355
C -3.226 -0.537 3.300 -1.4584
C -4.437 -0.004 3.012 -0.5351
C -4.593 0.780 1.836 -1.0277
C -3.531 0.891 0.999 -0.4550
N -2.303 0.338 1.232 0.7775
H 3.536 -0.396 4.912 0.5139
H 1.300 -1.226 4.352 0.4410
H 2.201 0.134 -0.758 0.2398
H 4.273 0.769 0.857 0.5806
H -0.664 -1.179 3.753 0.3119
H -3.067 -1.123 4.195 0.5305
H -5.278 -0.165 3.673 0.4495
H -5.529 1.260 1.597 0.5105
H -3.616 1.466 0.087 0.4764
C 3.494 -2.797 1.546 -1.8412
C 2.849 -1.866 0.524 2.1563
C 3.743 -1.695 -0.714 -1.1226
O 1.776 0.277 0.106 0.2390
H 3.739 -3.743 1.062 0.5890
H 2.835 -3.014 2.385 0.3242
H 4.421 -2.376 1.937 0.3265
H 1.896 -2.312 0.217 -0.7389
H 4.426 -0.848 -0.625 0.1295
H 3.165 -1.573 -1.630 0.3018
H 4.364 -2.578 -0.854 0.4844
Br 0.723 6.759 2.166 -0.1079
C 0.456 4.982 1.624 0.0271
C -0.672 4.285 2.023 -0.9069
C -0.828 2.982 1.593 -0.2261
N 0.058 2.338 0.814 0.4519
C 1.140 3.037 0.444 -0.1263
C 1.381 4.344 0.817 -1.1458
H -1.422 4.739 2.653 0.5169
H -1.697 2.424 1.900 0.2958
H 1.853 2.535 -0.192 0.5577
H 2.275 4.844 0.475 0.5133


86
Properties=species:S:1:pos:R:3:mulliken_charge:R:1 method="wB97M-V/def2-TZVPD" e_above_lowest_kcal_mol=0.0 charge=-1 molar_mass_g_mol=937.95 lumo_energy_ev=2.310 gap_ev=5.9905
Pt 0.233 0.526 -0.230 0.7604
N 1.575 2.129 2.339 -0.2301
C 0.444 1.447 2.586 0.3567
N 0.047 0.387 1.914 -0.3598
C -1.094 -0.176 2.502 0.3108
C -1.595 0.522 3.544 -0.3516
S -0.597 1.885 3.902 -0.3165
C -1.672 -1.455 2.058 -0.5287
C -2.400 -2.265 2.872 -0.6753
S -2.860 -3.690 2.015 -0.3012
C -1.998 -3.086 0.621 0.3168
N -1.449 -1.927 0.794 0.0967
N -1.935 -3.778 -0.555 -0.4594
H 2.050 1.875 1.463 0.2588
H 1.552 3.113 2.547 0.2964
H -2.485 0.310 4.109 0.4644
H -2.671 -2.119 3.903 0.4136
H -2.143 -4.760 -0.514 0.2465
H -1.119 -3.525 -1.106 0.2864
C 5.557 -0.358 -0.171 -1.2119
N 4.249 -0.881 -0.523 0.3722
C 4.154 -2.032 -1.248 -0.1165
C 2.972 -2.533 -1.610 -1.0712
C 1.753 -1.814 -1.263 0.5935
O 0.661 -2.211 -1.648 -0.5649
N 1.892 -0.664 -0.504 -0.2188
C 3.107 -0.168 -0.149 0.6972
O 3.261 0.876 0.485 -0.9002
H 6.001 -0.929 0.648 0.3074
H 5.439 0.674 0.140 0.3264
H 6.213 -0.403 -1.041 0.4165
H 5.098 -2.492 -1.513 0.3602
H 2.884 -3.425 -2.210 0.4545
O 0.030 3.641 0.356 -0.6877
C -1.075 3.141 0.249 -0.1975
N -2.253 3.864 0.383 -0.0452
C -3.381 3.085 -0.091 3.3455
C -2.726 1.669 -0.125 -0.5668
O -3.375 0.650 -0.205 -0.6793
N -1.380 1.808 0.027 0.6274
C -3.779 3.533 -1.497 -0.7455
C -3.040 3.116 -2.601 0.5506
C -3.345 3.587 -3.869 -0.6724
C -4.383 4.489 -4.051 -0.6721
C -5.115 4.921 -2.954 -0.9074
C -4.816 4.444 -1.686 -0.3345
C -4.545 3.062 0.880 -0.9761
C -4.464 3.676 2.122 -0.3824
C -5.525 3.601 3.018 -0.9507
C -6.672 2.901 2.683 -0.3581
C -6.753 2.274 1.445 -0.9481
C -5.700 2.353 0.550 -0.0094
H -2.194 4.849 0.179 0.3526
H -2.224 2.412 -2.483 0.1562
H -2.769 3.227 -4.712 0.3985
H -4.624 4.850 -5.043 0.4093
H -5.925 5.629 -3.084 0.3909
H -5.396 4.782 -0.836 0.4301
H -3.559 4.203 2.390 0.4324
H -5.448 4.089 3.982 0.4168
H -7.497 2.836 3.382 0.3970
H -7.641 1.713 1.178 0.3864
H -5.758 1.854 -0.407 0.4741
C -2.725 0.265 -4.938 -0.4200
C -1.624 1.033 -5.301 -1.0015
C -0.583 1.257 -4.417 0.3134
C -0.595 0.698 -3.122 -0.1665
C -1.697 -0.096 -2.780 0.2931
C -2.745 -0.290 -3.664 -0.9868
N 0.395 0.972 -2.201 -0.0878
C 1.693 1.228 -2.656 -0.8860
C 2.305 0.456 -3.652 0.6310
C 3.618 0.692 -4.025 -0.9055
C 4.360 1.700 -3.418 -0.6294
C 3.759 2.474 -2.431 -0.6068
C 2.444 2.248 -2.060 -0.0584
H -3.545 0.109 -5.628 0.3812
H -1.581 1.484 -6.288 0.3665
H 0.249 1.882 -4.719 0.4008
H -1.727 -0.546 -1.800 0.2327
H -3.586 -0.892 -3.340 0.4784
H 1.741 -0.347 -4.112 0.5397
H 4.073 0.069 -4.788 0.3428
H 5.389 1.875 -3.707 0.3867
H 4.318 3.266 -1.947 0.4022
H 1.974 2.830 -1.274 0.3164


81
Properties=species:S:1:pos:R:3:mulliken_charge:R:1 method="wB97M-V/def2-TZVPD" e_above_lowest_kcal_mol=2.3 charge=+2 molar_mass_g_mol=872.62 lumo_energy_ev=-5.640 gap_ev=6.8540
Sc 0.445 0.285 0.021 -0.3751
I -0.185 2.378 1.702 -0.3413
C -3.495 1.697 -0.681 0.9240
C -4.534 2.341 -0.059 -0.4390
C -5.452 1.631 0.745 -1.2606
C -5.366 0.274 0.816 -0.7270
C -4.295 -0.428 0.206 0.3683
C -4.211 -1.841 0.297 -0.8796
C -3.155 -2.505 -0.256 -0.9956
C -2.094 -1.779 -0.837 -0.2672
C -2.128 -0.408 -0.889 0.2757
C -3.291 0.300 -0.473 -0.2823
H -4.706 3.399 -0.212 0.3963
H -6.253 2.162 1.237 0.4622
H -6.112 -0.296 1.353 0.5360
H -4.998 -2.379 0.806 0.4382
H -3.100 -3.584 -0.214 0.4733
H -1.211 -2.304 -1.189 0.5234
S -3.770 -1.044 3.854 0.0653
C -4.673 -1.545 5.212 -0.4190
C -3.935 -2.311 6.061 -0.6609
C -2.609 -2.494 5.601 -0.6429
C -2.364 -1.868 4.408 0.5088
C -1.102 -1.831 3.669 0.5537
C -1.023 -1.250 2.386 -0.1987
N 0.103 -1.175 1.691 0.3537
C 1.245 -1.676 2.223 -0.6677
C 1.271 -2.277 3.484 0.6724
C 2.510 -2.803 3.990 -1.0628
C 3.638 -2.731 3.257 -1.2150
C 3.635 -2.117 1.957 0.5390
C 4.784 -2.031 1.156 -0.5600
C 4.732 -1.435 -0.087 0.6103
C 3.490 -0.901 -0.488 -0.3723
N 2.390 -0.953 0.246 0.1325
C 2.450 -1.576 1.454 0.3366
C 5.888 -1.329 -0.977 0.2232
C 5.996 -0.600 -2.135 -0.2704
C 7.267 -0.725 -2.744 -0.6089
C 8.097 -1.544 -2.039 -0.3864
S 7.349 -2.166 -0.642 -0.1706
C 0.068 -2.343 4.197 -0.6338
H -5.702 -1.246 5.315 0.4582
H -4.320 -2.726 6.978 0.4359
H -1.876 -3.073 6.141 0.3882
H -1.904 -0.824 1.916 -0.0467
H 2.513 -3.264 4.968 0.4786
H 4.568 -3.135 3.632 0.4721
H 5.713 -2.441 1.533 0.4758
H 3.399 -0.418 -1.449 0.1593
H 5.209 0.018 -2.539 0.3977
H 7.554 -0.230 -3.657 0.4069
H 9.113 -1.816 -2.269 0.4659
H 0.073 -2.791 5.181 0.4259
N 1.127 -0.271 -3.268 -0.1326
C 1.703 0.916 -2.930 0.3930
C 2.387 1.674 -3.899 -1.1039
C 2.983 2.851 -3.530 -0.5319
C 2.904 3.279 -2.199 -1.0904
C 2.234 2.483 -1.310 -0.7796
N 1.641 1.307 -1.650 1.4701
H 1.102 -0.514 -4.245 0.3154
H 0.346 -0.615 -2.728 0.0108
H 2.424 1.321 -4.919 0.5075
H 3.507 3.443 -4.267 0.5017
H 3.366 4.194 -1.864 0.5458
H 2.161 2.757 -0.264 0.4571
C -2.272 1.617 -3.653 -0.7847
As -2.692 2.681 -2.116 1.0113
C -4.046 3.876 -2.766 -1.2620
C -1.196 3.792 -1.681 -0.6091
O -1.011 0.301 -1.225 0.5765
H -2.005 2.315 -4.447 0.4818
H -3.165 1.064 -3.945 0.4430
H -1.456 0.937 -3.439 0.0257
H -3.676 4.337 -3.682 0.4703
H -4.257 4.656 -2.036 0.4986
H -4.954 3.311 -2.974 0.4362
H -1.119 4.531 -2.481 0.4906
H -0.287 3.203 -1.611 -0.2294
H -1.381 4.282 -0.726 0.4147